17
Properties=species:S:1:pos:R:3:forces:R:3:lowdin_charge:R:1 method="wB97M-V/def2-TZVPD" smiles=NCc1ccc(N)[nH]1 homo_energy_ev=-7.59 gap_ev=8.494
N -0.52004 -2.29628 1.99717 4.2 2.2 2.0 0.012
C -0.30656 -0.84413 1.90750 1.4 2.2 3.4 -0.262
C 0.17542 -0.21966 0.65640 -0.2 1.6 -0.6 -0.294
C 1.39422 0.19664 0.19798 1.7 -1.0 -1.6 -0.079
C 1.31252 0.80006 -1.12536 -0.1 0.3 1.3 -0.024
C -0.05187 0.92973 -1.25615 0.1 0.6 -1.8 -0.447
N -0.89152 1.31877 -2.28288 -1.1 1.2 -1.2 0.082
N -0.71565 0.36150 -0.25112 -0.6 -1.2 2.1 0.093
H 0.42939 -2.57257 1.65803 -1.5 -0.7 0.3 0.095
H -1.19377 -2.61987 1.43201 -2.9 -1.4 -2.8 0.000
H 0.60130 -0.70416 2.66228 -1.8 0.0 -1.4 0.141
H -1.09115 -0.08842 2.36347 0.8 -2.1 -0.7 0.139
H 2.40601 -0.04479 0.46084 0.0 -0.4 1.1 0.088
H 2.23258 1.11437 -1.72238 -2.0 -0.4 0.7 0.121
H -0.46771 1.32759 -3.18202 0.4 0.1 -0.5 0.070
H -1.47319 2.15873 -2.17001 0.6 -0.6 0.2 0.095
H -1.69539 0.56534 -0.02669 0.7 -0.5 -0.5 0.170


15
Properties=species:S:1:pos:R:3:forces:R:3:lowdin_charge:R:1 method="wB97M-V/def2-TZVPD" homo_energy_ev="-6.96 / -7.70" gap_ev="6.527 / 7.516"
C 3.51641 -0.17099 -0.82882 1.1 -0.9 -0.4 -0.205
C 3.43740 -1.40392 -0.47397 -0.2 0.5 0.1 -0.153
C 3.01845 -2.32372 0.37035 0.5 0.3 -0.6 -0.240
C -0.24172 -0.74878 0.91007 0.8 -1.8 -1.1 -0.178
C -1.01553 0.64308 -1.08712 -2.1 -2.5 2.6 -0.182
C 0.03269 0.25438 -0.17131 1.4 0.0 1.7 -0.747
O 2.78540 -3.35467 0.85333 -0.3 -0.4 0.4 0.147
I 1.70342 1.48719 0.09605 -1.3 0.2 0.2 1.105
H 3.95875 0.29563 -1.70732 -0.2 -0.1 0.2 0.028
H 0.66789 -1.29696 1.25760 -0.5 0.9 0.1 0.059
H -0.78529 -1.58727 0.42186 -0.1 0.5 0.2 0.084
H -0.86806 -0.44120 1.73535 0.0 0.4 0.4 0.074
H -0.70289 0.77992 -2.02638 1.3 0.4 -3.8 0.027
H -1.52136 1.52881 -0.81623 -0.8 1.1 0.6 0.067
H -1.73679 -0.24214 -1.03031 0.5 1.4 -0.5 0.114


100
Properties=species:S:1:pos:R:3:forces:R:3:lowdin_charge:R:1 method="wB97M-V/def2-TZVPD" homo_energy_ev="-15.39 / -15.39" gap_ev="6.573 / 6.573" charge=+3
Os -0.32045 0.07140 -0.42648 0.0 -0.9 -0.8 1.200
F 6.47793 0.69797 0.67230 0.0 0.0 0.0 0.085
C 5.67532 1.62099 0.11569 0.0 0.0 0.0 -0.175
C 4.36604 1.29640 -0.06537 0.0 0.0 0.0 0.097
C 3.47190 2.22903 -0.60964 0.0 0.0 0.0 -0.046
C 2.08541 1.88058 -0.82670 0.0 0.0 -0.1 -0.263
O 1.68973 0.71702 -0.48728 0.0 0.0 0.5 -0.182
C 1.27642 2.85946 -1.44043 0.0 0.1 0.0 -0.030
C 1.82083 4.08920 -1.74380 0.0 0.0 0.0 0.076
N 3.08470 4.43088 -1.50126 0.0 0.0 0.1 0.036
C 3.55108 5.76086 -1.87592 0.0 -0.1 0.0 -0.246
C 3.93277 6.72305 -0.78928 0.0 0.0 0.0 -0.082
C 2.67777 6.93850 -1.57966 0.0 0.0 0.0 -0.062
C 3.96083 3.49655 -0.95194 0.0 0.0 0.0 -0.097
C 5.31371 3.80358 -0.77475 0.0 0.0 0.0 0.072
C 6.20637 2.88697 -0.23521 0.0 0.0 0.0 -0.114
N 7.55438 3.22424 -0.07822 0.0 0.0 0.0 -0.075
C 7.92973 4.56276 0.35869 0.0 0.0 0.0 -0.118
C 9.05662 5.09002 -0.53142 0.0 0.0 0.0 -0.058
N 9.91841 3.92053 -0.95412 0.0 0.0 0.0 0.072
C 9.96518 2.87623 0.12319 0.0 0.0 0.0 -0.071
C 8.58294 2.22910 0.24439 0.0 0.0 0.0 -0.117
C -0.14536 2.65523 -1.85590 0.0 -0.2 0.1 -0.537
O -0.83946 3.56049 -2.22628 0.0 0.0 0.0 0.145
O -0.56789 1.38592 -1.83995 0.5 0.3 -0.1 -0.192
H 4.01210 0.31720 0.23179 0.0 0.0 0.0 0.134
H 1.19730 4.83641 -2.21696 0.0 0.0 0.0 0.162
H 4.11405 5.75712 -2.80067 0.0 0.0 0.0 0.163
H 4.77528 7.37592 -0.97007 0.0 0.0 0.0 0.113
H 3.81645 6.38632 0.23247 0.0 0.0 0.0 0.119
H 2.65440 7.72601 -2.31811 0.0 0.0 0.0 0.123
H 1.73943 6.76574 -1.07126 0.0 0.0 0.0 0.116
H 5.66855 4.77113 -1.09370 0.0 0.0 0.0 0.111
H 8.24483 4.54504 1.40711 0.0 0.0 0.0 0.143
H 7.08766 5.24549 0.30520 0.0 0.0 0.0 0.124
H 9.69589 5.79439 -0.00276 0.0 0.0 0.0 0.145
H 8.68872 5.55613 -1.44281 0.0 0.0 0.0 0.139
H 10.85895 4.24141 -1.18987 0.0 0.0 0.0 0.192
H 9.52678 3.50533 -1.80120 0.0 0.0 0.0 0.187
H 10.27480 3.38973 1.03106 0.0 0.0 0.0 0.142
H 10.72384 2.14072 -0.13282 0.0 0.0 0.0 0.147
H 8.49510 1.82417 1.25463 0.0 0.0 0.0 0.139
H 8.50592 1.39919 -0.45591 0.0 0.0 0.0 0.138
C -5.28092 1.24556 -1.41250 0.0 0.0 0.0 -0.159
Si -5.29799 1.64031 0.40681 0.1 0.0 0.0 0.526
C -6.26539 3.17674 0.78857 -0.1 0.0 0.0 -0.168
C -5.81032 0.18608 1.44919 0.0 0.0 0.0 -0.164
C -3.47060 2.04348 0.86612 0.3 0.2 0.2 -0.173
C -3.04498 3.28924 1.36709 -0.1 0.0 -0.1 -0.003
C -1.71220 3.56789 1.62842 0.1 0.1 0.1 -0.007
C -0.74133 2.62799 1.33484 0.0 -0.2 0.1 -0.075
N -1.11852 1.42900 0.87920 0.1 0.7 -0.3 -0.153
C -2.42268 1.17142 0.70092 -0.4 -0.7 0.0 -0.594
S -2.35943 -0.52660 0.07591 0.0 0.1 0.1 0.795
H -6.29204 0.99535 -1.74154 0.0 0.0 0.0 0.050
H -4.64183 0.39413 -1.65890 0.0 0.0 0.0 0.015
H -4.94439 2.10172 -2.00020 0.0 0.0 0.0 0.047
H -7.29710 3.03950 0.45638 0.0 0.0 0.0 0.050
H -5.88300 4.05746 0.26862 0.0 0.0 0.0 0.044
H -6.30499 3.39061 1.85860 0.0 0.0 0.0 0.048
H -6.88981 0.04076 1.36599 0.0 0.0 0.0 0.049
H -5.58724 0.35008 2.50515 0.0 0.0 0.0 0.044
H -5.33675 -0.74793 1.13912 0.0 0.0 0.0 0.022
H -3.77772 4.06370 1.55869 0.0 0.0 0.0 0.117
H -1.41966 4.52233 2.04214 0.0 0.0 0.0 0.125
H 0.31622 2.79504 1.48465 0.0 0.0 -0.1 0.130
C 3.55938 -2.72575 3.55258 0.0 0.0 0.0 -0.045
C 3.37502 -3.71078 2.58754 0.0 0.0 0.0 -0.046
C 2.47588 -3.50729 1.55552 0.0 0.0 0.0 -0.065
C 1.76836 -2.30521 1.48613 0.2 0.1 -0.2 -0.357
C 1.95778 -1.31714 2.44890 0.0 0.0 0.0 -0.095
C 2.85347 -1.53308 3.48620 0.0 0.0 0.0 -0.060
P 0.55108 -2.06004 0.20286 -0.4 0.4 0.5 0.953
C 1.19137 -1.95621 -1.46313 -0.1 -0.1 0.0 -0.408
C 0.22016 -1.85902 -2.47224 -0.2 0.3 0.2 -0.130
C 0.61041 -1.58587 -3.78229 0.1 0.1 -0.1 -0.032
C 1.95218 -1.43249 -4.07684 -0.1 0.0 0.0 -0.030
C 2.91718 -1.53136 -3.07071 0.0 0.0 0.1 -0.036
C 2.54415 -1.77160 -1.76408 0.1 -0.1 -0.1 -0.074
C -0.61043 -3.43345 0.26652 0.1 0.0 0.0 -0.380
C -0.46598 -4.51322 -0.60487 0.0 0.0 -0.1 -0.077
C -1.30031 -5.61434 -0.48112 0.0 0.0 0.0 -0.043
C -2.26817 -5.64524 0.51188 0.0 0.0 0.0 -0.037
C -2.39853 -4.58117 1.39632 0.0 0.0 0.0 -0.047
C -1.57057 -3.47785 1.27874 0.1 0.0 0.1 -0.127
H 4.24991 -2.89757 4.36747 0.0 0.0 0.0 0.119
H 3.92104 -4.64209 2.65114 0.0 0.0 0.0 0.120
H 2.31351 -4.28636 0.81956 0.0 0.0 0.0 0.118
H 1.39528 -0.39234 2.39300 0.0 0.0 0.0 0.091
H 2.98988 -0.77770 4.24841 0.0 0.0 0.0 0.114
H -0.82792 -2.03652 -2.24907 0.1 -0.2 -0.1 0.102
H -0.13374 -1.52280 -4.56429 0.0 0.0 0.0 0.127
H 2.25891 -1.25054 -5.09816 0.0 0.0 0.0 0.122
H 3.96486 -1.42931 -3.32116 0.0 0.0 0.0 0.118
H 3.28688 -1.84859 -0.97964 0.0 0.0 0.0 0.111
H 0.28824 -4.50046 -1.38169 0.0 0.0 0.0 0.112
H -1.19069 -6.44879 -1.16026 0.0 0.0 0.0 0.121
H -2.91874 -6.50447 0.60355 0.0 0.0 0.0 0.122
H -3.14094 -4.61586 2.18203 0.0 0.0 0.0 0.120
H -1.65458 -2.66976 1.99627 0.0 0.0 0.0 0.097


55
Properties=species:S:1:pos:R:3:forces:R:3:lowdin_charge:R:1 method="wB97M-V/def2-TZVPD" smiles="NC[C@@]1(c2ccccc2)Cc2cc(Cl)ccc2O1.CNC(=O)[C@H](CO)NC(C)=O" homo_energy_ev=-8.47 gap_ev=8.909
N -5.10272 2.23520 0.74570 -0.3 -0.3 0.3 0.017
C -5.23828 1.35910 1.92144 0.6 0.9 -0.5 -0.187
C -3.89406 0.70166 2.32954 -0.6 -0.7 0.5 -0.369
C -3.96309 0.27954 3.80099 0.4 0.0 0.8 -0.139
C -2.97004 0.65915 4.72777 -0.3 -0.2 -0.1 -0.007
C -3.03635 0.25769 6.06450 -0.4 -0.2 -0.3 -0.076
C -4.10065 -0.52860 6.50610 0.0 0.1 -0.2 -0.094
C -5.09725 -0.91331 5.60724 0.3 0.2 -0.2 -0.080
C -5.02737 -0.51657 4.26778 0.4 0.2 0.2 -0.039
C -3.54630 -0.52848 1.45157 -0.1 -0.1 0.0 -0.030
C -2.08362 -0.34473 1.25003 1.1 -0.6 -0.4 -0.144
C -1.10193 -1.22735 0.78105 0.1 0.3 0.1 -0.029
C 0.23270 -0.80270 0.70916 -0.7 0.7 0.3 -0.645
Cl 1.47784 -1.89254 0.15040 -0.2 0.1 0.1 0.664
C 0.56603 0.50387 1.09344 -0.4 -0.3 -0.1 -0.094
C -0.42537 1.37815 1.55977 -0.1 0.0 0.0 0.020
C -1.74468 0.93544 1.63901 0.7 -0.3 -0.1 -0.231
O -2.80836 1.64057 2.12177 -0.1 0.0 0.2 0.009
H -4.78060 1.70292 -0.06195 0.0 0.3 0.2 0.067
H -4.43515 2.98040 0.95332 -0.2 -0.5 -0.2 0.075
H -5.98523 0.58499 1.71776 0.2 0.1 0.0 0.118
H -5.61183 1.96099 2.75776 0.1 -0.1 -0.2 0.125
H -2.12849 1.27250 4.42184 -0.2 -0.1 -0.1 0.113
H -2.25836 0.55886 6.75958 -0.1 0.0 -0.1 0.103
H -4.15131 -0.84161 7.54497 0.0 0.0 -0.1 0.100
H -5.92445 -1.52767 5.94954 0.1 0.1 -0.1 0.101
H -5.81018 -0.84076 3.58958 0.1 0.0 0.0 0.111
H -4.07044 -0.50369 0.49150 -0.1 0.0 0.0 0.128
H -3.76860 -1.47715 1.94960 -0.2 0.2 0.0 0.134
H -1.36414 -2.23750 0.48401 0.0 0.1 0.0 0.114
H 1.59742 0.83426 1.02669 -0.2 0.0 0.0 0.100
H -0.18006 2.38770 1.87051 0.1 -0.1 0.0 0.119
C 3.97960 -2.46782 -5.92831 -0.2 0.4 0.1 -0.049
N 4.08718 -1.94036 -4.56896 0.3 -0.8 0.2 0.025
C 3.40415 -0.88296 -4.11074 -0.1 1.2 -0.6 -0.456
O 2.63438 -0.24134 -4.82252 0.0 -0.3 0.3 0.055
C 3.69080 -0.44983 -2.66291 0.5 0.1 0.5 -0.199
C 2.91679 0.79721 -2.20762 -0.4 -0.3 -0.9 -0.211
O 1.53188 0.61792 -2.39740 -0.2 0.0 0.3 -0.067
N 5.12747 -0.31899 -2.35642 -1.8 -1.0 0.3 0.107
C 6.08119 0.35894 -3.00080 1.5 0.9 -0.7 -0.543
C 5.78570 1.15569 -4.25877 -0.2 -0.1 0.3 0.024
O 7.22132 0.33242 -2.56914 0.3 -0.1 0.2 0.038
H 4.39353 -3.47648 -5.97627 0.0 0.2 0.2 0.086
H 2.93100 -2.49928 -6.23245 0.1 0.0 0.0 0.088
H 4.52346 -1.82140 -6.61982 -0.1 -0.1 -0.1 0.085
H 4.73066 -2.39090 -3.93643 0.0 0.1 -0.1 0.141
H 3.31796 -1.26598 -2.04433 0.0 -0.1 0.1 0.121
H 3.23975 1.67134 -2.77059 0.3 0.1 0.0 0.113
H 3.10956 0.97065 -1.14839 0.0 -0.1 0.0 0.118
H 1.38468 0.52501 -3.35071 0.2 0.0 0.1 0.075
H 5.45785 -0.78222 -1.52352 0.1 0.0 0.0 0.152
H 4.94246 1.82230 -4.10544 -0.2 0.0 -0.2 0.073
H 5.58154 0.48149 -5.08699 -0.2 0.0 -0.1 0.079
H 6.66197 1.75423 -4.50345 0.0 -0.2 0.2 0.089